Formula: C5H8O2
Source: OMol25
Level of theory: ωB97M-V/def2-TZVPD

Each atom is followed by the atoms it is bonded to, with distances in Å.
CARTESIAN COORDINATES (ANGSTROEM)
1 C 0.436 -0.652 2.010  C2 1.274, O6 1.455, H8 1.028
2 C 0.550 0.558 2.394  C1 1.274, O6 1.680
3 C -1.663 -0.317 -1.691  C4 1.526, H9 1.098, H10 1.148, H11 1.118
4 C -0.856 0.501 -0.687  C3 1.526, C5 1.301, H12 1.140
5 C 0.431 0.395 -0.845  C4 1.301, O7 1.382, H14 1.033
6 O 1.857 -0.490 2.272  C1 1.455, C2 1.680, H13 0.996
7 O 1.455 1.012 -0.152  C5 1.382, H15 0.968
8 H 0.081 -1.578 1.740  C1 1.028
9 H -2.141 0.463 -2.300  C3 1.098
10 H -1.008 -1.095 -2.224  C3 1.148
11 H -2.381 -1.015 -1.193  C3 1.118
12 H -1.159 1.375 -0.021  C4 1.140
13 H 2.440 -0.186 1.523  O6 0.996
14 H 0.740 -0.279 -1.565  C5 1.033
15 H 1.219 1.308 0.739  O7 0.968

Computed properties:
orbital gap = 0.3516 Ha
largest force on an atom = 2.5 eV Å⁻¹
2S+1 = 1
ΔE to the lowest compared entry with this formula, charge and spin = 668.4 kJ/mol
total charge = 0
electronic energy = -9402.9047 eV